Entry 1:
This record from OMol25 describes CO4S2 in the gas phase in a non-equilibrium geometry. The level of theory is ωB97M-V/def2-TZVPD.

Atoms and positions in Å:
S -1.450 0.188 0.207
O 1.470 -1.123 -0.497
S 0.998 0.172 0.024
O -2.481 -0.531 -0.437
C -0.167 -0.603 1.194
O -0.220 0.654 -0.887
O 1.852 1.243 0.397

Properties
**Calculated total energy**: -30890.73877 eV
**LUMO (spin up / spin down)**: -3.320 / -3.317 eV
**Highest occupied orbital energy (spin up / spin down)**: -0.4111 / -0.4110 Eh
**Gap between HOMO and LUMO (spin up / spin down)**: 7.866 / 7.868 eV



Entry 2:
This record from OMol25 describes a molecular structure, Cd2NO3. The level of theory is ωB97M-V/def2-TZVPD.

Atoms and positions in Å:
O 0.751 1.223 -0.078
Cd -1.202 1.799 -1.815
O 0.705 -0.772 0.677
Cd 0.386 -2.348 1.952
N 0.210 0.169 -0.027
O -0.851 -0.071 -0.709

Properties
**Calculated total energy**: -16719.55905 eV
**LUMO**: -16.477 eV
**Highest occupied orbital energy**: -0.9106 Eh
**Gap between HOMO and LUMO**: 8.300 eV
**Total charge**: +3



Entry 3:
This record from OMol25 describes a molecular structure, Cl2F2H2N2P2S in a non-equilibrium geometry. The level of theory is ωB97M-V/def2-TZVPD.

Atoms and positions in Å:
S -0.999 -0.203 -2.528
P -1.588 0.625 0.182
H 0.230 -0.181 -1.944
N 1.436 -0.074 -0.747
H 2.353 -0.388 -1.007
N -0.491 0.015 1.153
Cl -3.312 0.049 0.913
Cl -1.584 2.598 0.296
F 1.049 -1.996 1.085
F 1.923 -0.003 1.908
P 0.983 -0.442 0.689

Properties
**Calculated total energy**: -62907.59595 eV
**LUMO (spin up / spin down)**: -2.912 / -2.890 eV
**Highest occupied orbital energy (spin up / spin down)**: -0.3634 / -0.3630 Eh
**Gap between HOMO and LUMO (spin up / spin down)**: 6.976 / 6.987 eV



Entry 4:
This record from OMol25 describes 2 unconnected molecules or ions with the total composition Cl2H2OSi in a non-equilibrium geometry. The level of theory is ωB97M-V/def2-TZVPD.

Atoms and positions in Å:
Cl 1.562 -2.285 -0.116
Si 0.547 -0.619 -0.040
Cl 4.148 0.484 0.311
O 3.120 0.955 -0.852
H 0.108 0.036 -1.247
H 0.024 -0.183 1.234

Properties
**Calculated total energy**: -34998.28296 eV
**LUMO (spin up / spin down)**: -1.328 / -1.998 eV
**Highest occupied orbital energy (spin up / spin down)**: -0.3305 / -0.2725 Eh
**Gap between HOMO and LUMO (spin up / spin down)**: 7.666 / 5.416 eV



Entry 5:
This record from OMol25 describes Cl2H3NSi in the gas phase in a non-equilibrium geometry. The level of theory is ωB97M-V/def2-TZVPD.

Atoms and positions in Å:
Cl 1.652 1.574 0.025
N -1.176 0.049 0.546
H -1.644 -0.792 0.609
Si 0.425 0.090 -0.465
H -1.023 0.347 1.521
Cl 1.423 -1.733 -0.303
H 0.343 0.466 -1.934

Properties
**Calculated total energy**: -34458.25287 eV
**Multiplicity**: 3
**LUMO (spin up / spin down)**: 0.878 / -4.421 eV
**Highest occupied orbital energy (spin up / spin down)**: -0.1596 / -0.4133 Eh
**Gap between HOMO and LUMO (spin up / spin down)**: 5.220 / 6.826 eV
**Expectation value of S²**: 2.0045



Entry 6:
This record from OMol25 describes 2 unconnected molecules or ions with the total composition Cl2H4Si2 in a non-equilibrium geometry. The level of theory is ωB97M-V/def2-TZVPD.

Atoms and positions in Å:
Cl -2.907 -0.928 0.790
H -1.329 -0.563 -1.437
Si 2.040 -0.110 0.430
Cl -2.969 2.032 -0.663
H 1.763 -1.550 0.358
Si -1.786 0.318 -0.366
H 2.890 0.115 1.574
H 2.298 0.688 -0.687

Properties
**Calculated total energy**: -40863.56489 eV
**LUMO (spin up / spin down)**: -1.257 / -0.969 eV
**Highest occupied orbital energy (spin up / spin down)**: -0.2912 / -0.3025 Eh
**Gap between HOMO and LUMO (spin up / spin down)**: 6.667 / 7.263 eV